1.
Formula: C19H12F3NO3
Source: the OMol25 dataset
Level of theory: ωB97M-V with the def2-TZVPD basis set

```
38
Properties=species:S:1:pos:R:3:forces:R:3:lowdin_charge:R:1
F -1.2926 -5.3626 0.9881 -0.4 1.4 0.6 0.053
C -1.6111 -4.1108 1.4683 0.4 -0.6 -0.4 -0.209
C -2.8720 -3.9344 2.0418 0.3 0.6 0.0 0.108
C -3.1663 -2.6524 2.5165 -0.8 -0.2 0.3 -0.218
F -4.3924 -2.4388 3.1040 1.3 -0.3 -0.6 0.054
C -2.2824 -1.5990 2.4256 0.5 0.0 -0.3 0.074
C -0.9944 -1.7917 1.8235 -1.2 -1.1 0.2 -0.162
C -0.1783 -0.6411 1.7816 0.4 0.2 -0.2 0.097
C 1.1658 -0.4347 1.3913 0.6 0.4 -0.1 -0.174
C 1.6835 0.8776 1.6418 -0.4 -0.4 -0.1 -0.004
C 2.9789 1.2157 1.3012 0.4 0.0 -0.1 -0.038
C 3.8326 0.2799 0.6972 -0.6 0.2 0.2 0.041
C 3.3293 -0.9979 0.4574 0.0 -0.9 -0.3 -0.218
F 4.1564 -1.9181 -0.1462 -0.8 0.9 0.6 0.049
C 2.0381 -1.3887 0.7848 0.3 0.4 0.0 0.091
C -0.6670 -3.0989 1.3467 -0.4 0.3 0.2 0.090
H -3.5892 -4.7467 2.1143 0.2 0.1 0.0 0.143
H -2.5478 -0.6167 2.8197 0.0 -0.4 -0.2 0.138
H -0.6694 0.2513 2.1745 0.2 -0.2 -0.1 0.128
H 1.0325 1.6118 2.1257 0.3 -0.2 -0.3 0.128
H 3.3408 2.2230 1.5073 -0.1 -0.3 -0.1 0.122
H 4.8527 0.5373 0.4214 -0.2 -0.1 0.0 0.131
H 1.7089 -2.3979 0.5661 0.4 0.4 -0.1 0.106
H 0.2934 -3.3107 0.8875 -0.5 -0.2 0.1 0.107
O 0.5546 4.0946 -0.1314 -0.2 0.4 -1.9 0.019
N 0.3554 4.2671 -1.3547 0.7 1.8 1.0 -0.322
O 0.5626 5.3481 -1.9419 -0.3 -1.8 1.2 0.048
C -0.1429 3.1578 -2.1263 -0.6 -1.2 -1.3 -0.193
C -0.3206 3.2984 -3.5169 0.2 0.3 0.4 -0.029
C -0.7938 2.2040 -4.2624 0.0 -0.1 0.4 -0.098
C -1.0913 1.0006 -3.6504 0.2 -0.1 0.8 -0.006
C -0.9231 0.7978 -2.1987 0.3 1.2 -0.8 -0.451
O -1.1764 -0.2807 -1.6196 -0.1 -0.3 0.4 -0.058
C -0.4284 1.9649 -1.4814 -0.1 -0.4 0.1 0.053
H -0.0835 4.2498 -3.9857 -0.1 -0.3 0.1 0.105
H -0.9274 2.3113 -5.3424 0.0 0.0 0.4 0.104
H -1.4597 0.1460 -4.2189 0.1 0.2 0.1 0.103
H -0.2756 1.8846 -0.4093 -0.1 0.0 -0.2 0.089
```
Forces are in eV/Å.

Properties
Energy above the lowest of the compared OMol25 structures with the same formula, charge and spin: 50.5 kcal/mol
E_LUMO: -3.640 eV
Frontier orbital gap: 2.85 eV
Electronic energy: -1311.07403 Eh

2.
Formula: C19H13Br2ClN4O3
Source: the OMol25 dataset
Level of theory: ωB97M-V with the def2-TZVPD basis set

```
42
Properties=species:S:1:pos:R:3:forces:R:3:lowdin_charge:R:1
C 2.4527 4.1092 1.7290 0.0 0.8 -1.4 -0.013
C 1.6743 2.9551 2.2512 -0.8 0.9 1.4 -0.285
N 0.6558 3.3335 2.9758 0.4 -0.7 -0.2 0.141
C -0.1605 2.3892 3.5677 -0.2 -1.7 -0.6 -0.235
C -1.2556 2.6932 4.3954 0.3 -0.6 0.6 -0.602
Br -1.6532 4.4614 4.9159 0.1 0.1 -0.2 0.770
C -2.0144 1.6785 5.0058 -0.4 2.0 -0.3 -0.168
C -1.8254 0.3668 4.6825 0.1 -0.8 0.4 -0.651
Br -2.8475 -1.0383 5.5362 0.4 0.8 -0.4 0.721
C -0.8173 0.0283 3.8198 0.6 -1.4 -0.8 -0.057
C 0.0337 0.9957 3.2670 -1.1 2.0 0.7 -0.047
C 1.1111 0.6494 2.3534 0.3 -1.1 0.9 -0.384
O 1.2622 -0.5076 2.0481 0.6 -0.8 -1.0 0.096
N 2.0453 1.6209 2.0031 -0.3 1.0 0.1 0.074
C 3.2705 1.1921 1.2817 -0.2 0.0 -0.2 -0.017
C 3.0261 0.9529 -0.1928 1.5 -0.4 -0.1 -0.296
N 3.8998 0.4182 -1.0189 -1.6 1.2 1.2 0.104
N 3.2602 0.3957 -2.2352 -2.2 0.0 0.1 0.100
C 2.0312 0.8539 -2.0266 1.9 -0.8 -2.5 -0.303
C 0.9826 0.9399 -3.1296 -0.1 -0.2 0.9 -0.072
O -0.3250 0.5180 -2.6975 1.1 0.6 -0.4 -0.057
C -0.4375 -0.8525 -2.5457 -0.8 0.0 0.0 -0.298
C -0.1910 -1.4012 -1.3008 -0.1 -0.4 0.5 0.013
C -0.4576 -2.7672 -1.0570 0.3 0.6 -0.8 -0.075
C -0.9945 -3.5238 -2.0884 -0.2 1.3 -1.1 -0.686
Cl -1.3755 -5.1811 -1.8763 0.0 -0.5 0.2 0.681
C -1.2953 -2.9394 -3.3538 0.7 0.7 1.5 -0.083
C -1.0044 -1.5899 -3.5912 0.2 -1.0 0.6 0.011
O 1.8566 1.3029 -0.7878 0.1 -0.5 0.9 0.140
H 2.5062 3.9808 0.6325 0.5 0.2 0.3 0.090
H 1.9598 5.1029 1.8987 0.0 -1.3 0.1 0.107
H 3.4415 4.2235 2.1542 0.4 -0.4 0.0 0.082
H -2.8148 2.0273 5.6488 0.1 -0.3 0.1 0.096
H -0.7333 -1.0486 3.5865 0.4 0.8 -0.1 0.123
H 3.7068 0.2534 1.6917 -0.8 0.6 0.0 0.152
H 4.0677 1.9399 1.3774 -0.5 0.1 0.1 0.132
H 1.3282 0.3644 -3.9897 0.1 -0.2 0.2 0.136
H 0.9280 1.9632 -3.4641 -0.4 0.5 0.0 0.127
H 0.1299 -0.7220 -0.4965 0.0 -0.6 -0.3 0.116
H -0.2090 -3.2333 -0.1173 -0.1 0.1 0.2 0.107
H -1.7836 -3.5487 -4.0729 -0.2 -0.4 -0.6 0.088
H -1.2089 -1.1310 -4.5549 0.0 0.0 0.2 0.123
```
Forces are in eV/Å.

Properties
E_LUMO: -0.202 eV
Structure (SMILES): Cc1nc2c(Br)cc(Br)cc2c(=O)n1Cc1nnc(COc2ccc(Cl)cc2)o1
Frontier orbital gap: 8.76 eV
Electronic energy: -6784.78972 Eh

3.
Formula: C19H13BrN2O2S3SbV
Source: the OMol25 dataset
Level of theory: ωB97M-V with the def2-TZVPD basis set

```
42
Properties=species:S:1:pos:R:3:forces:R:3:lowdin_spin:R:1
V 0.5265 0.4118 -0.2309 0.0 0.2 0.3 2.130
C 5.0582 2.8284 0.7351 -0.1 0.0 0.0 0.007
C 4.1929 3.7777 0.1965 0.0 0.0 0.0 0.001
C 2.8259 3.5531 0.1800 0.0 0.2 0.0 0.007
C 2.3060 2.3758 0.7097 -0.4 0.1 0.1 0.010
C 3.1628 1.4359 1.2657 0.2 -0.1 0.0 0.014
C 4.5351 1.6597 1.2681 -0.1 0.0 0.0 0.001
N 0.9186 2.0522 0.6175 0.3 1.2 0.1 0.078
N 0.0591 3.0664 0.7502 0.1 -0.8 -0.1 0.419
C -1.2227 2.5968 0.4176 0.3 0.1 0.1 0.023
C -2.3107 3.4603 0.5615 -0.1 0.0 0.0 0.057
C -3.5752 3.0146 0.2088 0.1 0.0 0.0 0.012
C -3.7397 1.7215 -0.2861 0.1 0.0 0.0 0.067
C -2.6373 0.8765 -0.4236 0.0 0.1 0.0 0.008
C -1.3456 1.2796 -0.0777 -0.4 0.3 -0.1 0.052
H 6.1276 3.0014 0.7375 0.0 0.0 0.0 0.001
H 4.5893 4.6950 -0.2246 0.0 0.0 0.0 0.000
H 2.1396 4.2752 -0.2419 0.0 0.0 0.0 0.001
H 2.7471 0.5326 1.6935 0.0 -0.1 0.0 0.005
H 5.1943 0.9147 1.6971 0.0 0.0 0.0 0.000
H -2.1532 4.4644 0.9421 0.0 -0.1 0.0 0.002
H -4.4322 3.6710 0.3132 0.0 0.0 0.0 -0.001
H -4.7281 1.3747 -0.5680 0.0 0.0 0.0 0.004
H -2.7951 -0.1218 -0.8234 0.0 0.0 0.0 -0.001
S -1.2219 -3.2317 -1.4563 0.1 0.1 -0.2 0.012
Sb -1.4340 -3.0376 0.7592 -0.1 0.0 0.1 0.020
S -0.2170 -0.9238 1.4870 -0.4 -0.8 1.0 0.001
S 0.8149 -2.7628 1.7554 0.0 0.2 -0.1 0.020
Br -0.9838 -0.2728 -4.2439 0.0 0.1 0.1 0.001
C 0.4602 -1.4902 -4.1800 0.0 0.0 -0.1 0.002
C 0.4676 -2.4614 -5.1723 0.1 -0.1 0.0 0.000
C 1.4532 -3.4358 -5.1930 0.0 0.0 0.0 0.002
C 2.4327 -3.4547 -4.2105 0.0 0.1 0.0 0.000
C 2.4081 -2.4942 -3.2152 0.0 -0.1 0.0 0.001
C 1.4368 -1.4946 -3.1881 0.3 0.1 0.1 0.001
C 1.5179 -0.5368 -2.0388 0.3 0.0 -0.5 0.020
O 2.0069 -0.9184 -0.9350 -0.2 -0.1 -0.6 0.012
O 1.0340 0.6495 -2.1270 0.0 -0.7 -0.5 0.015
H -0.3166 -2.4540 -5.9166 0.0 0.0 0.0 0.000
H 1.4417 -4.1896 -5.9713 0.0 0.0 0.0 0.000
H 3.1965 -4.2220 -4.2084 0.0 0.0 0.0 0.000
H 3.1354 -2.5090 -2.4145 0.0 0.0 0.0 0.000
```
Forces are in eV/Å.

Properties
Energy above the lowest of the compared OMol25 structures with the same formula, charge and spin: 26.0 kcal/mol
E_LUMO (spin up / spin down): 2.512 / 2.269 eV
Multiplicity: 4
Net charge: -1
Expectation value of S²: 3.791
Frontier orbital gap (spin up / spin down): 6.51 / 7.39 eV
Electronic energy: -5944.79349 Eh

4.
Formula: C19H13BrN3O4Pm
Source: the OMol25 dataset
Level of theory: ωB97M-V with the def2-TZVPD basis set

```
41
Properties=species:S:1:pos:R:3:forces:R:3:lowdin_spin:R:1
Pm -0.0599 0.4011 -0.3251 0.6 -0.2 -0.7 4.049
O -0.5974 -4.0745 -1.0604 0.0 0.0 -0.1 0.000
C -0.6489 -2.8292 -0.7006 0.0 0.0 0.1 0.000
O -0.0003 -1.9224 -1.2325 0.0 0.1 0.1 -0.005
C -1.5446 -2.5204 0.4491 0.0 0.1 0.0 0.000
C -2.3513 -3.4006 1.1304 -0.1 -0.1 0.0 0.000
C -3.0958 -2.9006 2.2048 0.0 0.0 0.0 0.000
C -2.9984 -1.5661 2.5558 0.0 0.0 0.0 0.000
C -2.1618 -0.7488 1.8061 0.0 0.0 -0.1 0.000
N -1.4641 -1.2256 0.7804 -0.3 0.0 0.4 -0.007
C -1.9449 0.7320 2.1095 -0.1 -0.3 0.1 0.000
O -2.4186 1.2214 3.0846 0.0 0.2 0.0 0.000
O -1.1674 1.3192 1.1947 -0.2 -0.1 0.4 -0.016
H 0.0073 -4.2098 -1.8144 -0.1 0.0 0.1 0.000
H -2.4019 -4.4419 0.8440 0.0 0.0 0.0 0.000
H -3.7424 -3.5640 2.7638 0.0 0.0 0.0 0.000
H -3.5438 -1.1412 3.3880 0.0 0.0 0.0 0.000
Br -4.1332 3.2030 -5.7921 0.0 0.0 0.0 0.000
C -2.6793 2.8459 -4.6729 0.0 0.0 0.0 0.000
C -2.8379 1.9803 -3.5999 -0.1 0.0 0.0 0.000
C -1.7516 1.7275 -2.7872 0.2 0.1 -0.1 -0.001
C -0.5104 2.3189 -3.0207 -0.1 -0.1 0.0 0.000
C -0.3691 3.1863 -4.0968 0.1 0.1 0.0 0.000
C -1.4494 3.4479 -4.9190 0.0 0.0 0.0 0.000
N 0.5225 1.9594 -2.1166 -0.1 0.1 -0.1 -0.010
C 1.7190 2.3955 -2.1590 0.1 0.1 0.0 0.001
C 2.7115 1.9556 -1.1643 0.0 0.0 0.0 0.000
C 4.0061 2.4267 -1.2212 0.1 0.1 -0.1 0.000
C 4.9280 1.9973 -0.2711 0.0 0.0 0.0 0.001
C 4.5153 1.1179 0.7111 0.0 0.0 0.0 0.000
C 3.1949 0.6958 0.7086 0.0 0.0 0.0 0.000
N 2.3059 1.0881 -0.2057 0.1 0.1 0.0 -0.009
H -3.7984 1.5227 -3.4091 0.0 0.0 0.0 0.000
H -1.8959 1.0561 -1.9427 -0.2 -0.1 0.0 -0.001
H 0.5760 3.6681 -4.3108 0.0 0.0 0.0 0.000
H -1.3417 4.1222 -5.7572 0.0 0.0 0.0 0.000
H 2.0608 3.0993 -2.9148 0.0 0.0 0.0 0.000
H 4.2929 3.1223 -1.9990 0.0 0.0 0.0 0.000
H 5.9500 2.3503 -0.3018 0.0 0.0 0.0 0.000
H 5.1937 0.7634 1.4735 0.0 0.0 0.0 0.000
H 2.8419 0.0151 1.4752 0.0 0.0 0.0 0.000
```
Forces are in eV/Å.

Properties
E_LUMO (spin up / spin down): -7.295 / -7.284 eV
Multiplicity: 5
Net charge: +2
Expectation value of S²: 6.006
Frontier orbital gap (spin up / spin down): 6.88 / 6.89 eV
Electronic energy: -4379.06383 Eh

Q: Look up the electronic energy of the third one.
A: -5944.79349 Eh